Here is a cluster of 2 separate species, C2H6ClN in total at a distorted geometry from the OMol25 dataset. Energies are from the ωB97M-V functional and the def2-TZVPD basis.

Computed properties:
energy above the lowest of the compared OMol25 structures with the same formula, charge and spin = 85.2 kcal/mol
multiplicity = 1
HOMO-LUMO gap (spin up / spin down) = 7.620 / 10.852 eV
E_HOMO (spin up / spin down) = -7.9 / -10.5 eV

```
10
C2H6ClN | the OMol25 dataset | the ωB97M-V functional and the def2-TZVPD basis
C -0.626 -0.765 0.849
C 0.198 -0.784 -0.374
N 0.841 1.828 -0.733
Cl 1.782 -1.328 -0.301
H -0.673 -1.768 1.287
H -1.634 -0.434 0.616
H -0.196 -0.113 1.613
H -0.240 -0.744 -1.357
H 0.319 1.930 -1.601
H 0.228 2.177 0.002
```

=====

Here is a cluster of 2 separate species, C2H6ClN in total at a distorted geometry from the OMol25 dataset. Energies are from the ωB97M-V functional and the def2-TZVPD basis.

Computed properties:
energy above the lowest of the compared OMol25 structures with the same formula, charge and spin = 60.8 kcal/mol
multiplicity = 1
HOMO-LUMO gap = 9.436 eV
E_HOMO = -8.5 eV

```
10
C2H6ClN | the OMol25 dataset | the ωB97M-V functional and the def2-TZVPD basis
C -1.504 -1.060 0.003
C 1.213 0.168 -0.038
N 1.297 1.484 -0.081
Cl 2.703 -0.670 -0.002
H -1.309 -0.205 -0.765
H -2.016 -0.704 0.862
H -2.287 -1.620 -0.396
H -0.642 -1.589 0.344
H 2.053 2.137 -0.045
H 0.493 2.059 0.117
```

=====

Here is a cluster of 2 separate species, C2H6ClN3 in total at a distorted geometry from the OMol25 dataset. Energies are from the ωB97M-V functional and the def2-TZVPD basis.

Computed properties:
energy above the lowest of the compared OMol25 structures with the same formula, charge and spin = 87.7 kcal/mol
multiplicity = 1
HOMO-LUMO gap = 8.452 eV
E_HOMO = -8.2 eV

```
12
C2H6ClN3 | the OMol25 dataset | the ωB97M-V functional and the def2-TZVPD basis
C -0.500 0.470 0.400
C -2.402 -0.436 -0.857
N -1.374 0.153 -0.472
N 0.197 1.656 0.522
N 2.307 -1.410 0.743
Cl 3.604 -1.675 -0.309
H -2.520 -0.592 -1.930
H 2.023 -0.345 0.780
H -3.354 -0.303 -0.458
H 0.747 1.899 1.358
H -0.096 2.351 -0.146
H 1.368 -1.768 0.370
```

=====

Here is a cluster of 2 separate species, C2H6ClNS in total at a distorted geometry from the OMol25 dataset. Energies are from the ωB97M-V functional and the def2-TZVPD basis.

Computed properties:
energy above the lowest of the compared OMol25 structures with the same formula, charge and spin = 21.0 kcal/mol
multiplicity = 1
HOMO-LUMO gap = 10.514 eV
SMILES = [H]/N=C(/C)S.Cl
E_HOMO = -10.0 eV

```
11
C2H6ClNS | the OMol25 dataset | the ωB97M-V functional and the def2-TZVPD basis
H 1.263 -1.665 -0.114
N 0.929 -0.784 -0.126
C -0.196 -0.509 0.309
C -0.738 0.922 0.314
S -1.383 -1.536 1.263
H -1.002 1.338 1.274
H 0.095 1.694 0.031
H -1.690 1.107 -0.381
H -1.338 -2.571 0.344
Cl 2.335 1.260 -1.959
H 1.726 0.743 -0.957
```

=====

Here is a cluster of 2 separate species, C2H6ClO4PS in total at a distorted geometry from the OMol25 dataset. Energies are from the ωB97M-V functional and the def2-TZVPD basis.

Computed properties:
multiplicity = 1
HOMO-LUMO gap = 3.771 eV
net charge = -2
E_HOMO = 0.6 eV

```
15
C2H6ClO4PS | the OMol25 dataset | the ωB97M-V functional and the def2-TZVPD basis
C -0.149 -0.379 0.654
C -0.819 -1.850 0.232
P 0.630 -3.073 0.004
Cl 0.464 -4.779 1.283
H -0.490 0.415 -0.141
H -0.483 -0.076 1.744
H 1.023 -0.403 0.652
H -1.337 -1.719 -0.835
H -1.599 -2.165 1.068
H 1.856 -2.411 0.472
O 0.132 4.045 -2.291
S 0.181 3.288 -1.027
O 1.161 2.193 -1.147
O -1.151 2.726 -0.739
O 0.582 4.188 0.070
```

=====

Here is a structure of composition C2H6ClOPbS at a distorted geometry from the OMol25 dataset. Energies are from the ωB97M-V functional and the def2-TZVPD basis.

Computed properties:
energy above the lowest of the compared OMol25 structures with the same formula, charge and spin = 19.2 kcal/mol
multiplicity = 1
HOMO-LUMO gap = 3.337 eV
net charge = +1
E_HOMO = -10.9 eV

```
12
C2H6ClOPbS | the OMol25 dataset | the ωB97M-V functional and the def2-TZVPD basis
Pb -3.539 -4.783 0.916
Cl -1.987 -2.828 -0.349
C -0.760 0.361 0.160
S 0.698 1.067 1.011
O 1.457 -0.101 1.597
C 1.580 1.404 -0.562
H -1.442 -0.134 0.847
H -0.284 -0.489 -0.336
H -1.080 1.045 -0.622
H 1.156 2.281 -1.054
H 1.572 0.528 -1.209
H 2.629 1.649 -0.398
```

=====

Here is a cluster of 2 separate species, C2H6ClOS in total at a distorted geometry from the OMol25 dataset. Energies are from the ωB97M-V functional and the def2-TZVPD basis.

Computed properties:
energy above the lowest of the compared OMol25 structures with the same formula, charge and spin = 14.6 kcal/mol
multiplicity = 1
HOMO-LUMO gap = 7.494 eV
net charge = -1
E_HOMO = -4.0 eV

```
11
C2H6ClOS | the OMol25 dataset | the ωB97M-V functional and the def2-TZVPD basis
Cl -1.444 -0.586 3.349
C -0.361 1.331 -0.295
S -0.749 -0.325 -0.942
O -0.052 -0.246 -2.284
C 0.546 -1.169 -0.013
H -0.595 1.365 0.769
H -0.773 2.253 -0.704
H 0.712 1.476 -0.427
H 0.352 -1.279 1.054
H 1.487 -0.654 -0.205
H 0.877 -2.166 -0.302
```

=====

Here is a structure of composition C2H6CsO2 at a distorted geometry from the OMol25 dataset. Energies are from the ωB97M-V functional and the def2-TZVPD basis.

Computed properties:
energy above the lowest of the compared OMol25 structures with the same formula, charge and spin = 156.5 kcal/mol
multiplicity = 2
HOMO-LUMO gap (spin up / spin down) = 5.175 / 5.206 eV
E_HOMO (spin up / spin down) = -6.0 / -6.1 eV

```
11
C2H6CsO2 | the OMol25 dataset | the ωB97M-V functional and the def2-TZVPD basis
O 0.292 -5.215 -0.174
Cs 1.695 -7.586 1.225
C -0.794 -3.111 -0.775
C -1.770 -2.916 0.369
H -1.266 -3.493 -1.701
H -0.711 -1.898 -1.452
H -2.472 -3.767 0.446
H -1.250 -2.918 1.339
H -2.377 -2.009 0.231
O 0.533 -1.950 -0.701
H 1.087 -2.077 -1.477
```

=====

Here is a cluster of 2 separate species, C2H6F2Si in total at a distorted geometry from the OMol25 dataset. Energies are from the ωB97M-V functional and the def2-TZVPD basis.

Computed properties:
energy above the lowest of the compared OMol25 structures with the same formula, charge and spin = 169.0 kcal/mol
multiplicity = 1
HOMO-LUMO gap (spin up / spin down) = 8.185 / 8.263 eV
E_HOMO (spin up / spin down) = -9.3 / -8.7 eV

```
11
C2H6F2Si | the OMol25 dataset | the ωB97M-V functional and the def2-TZVPD basis
C -0.861 -1.490 -1.751
C 0.113 1.494 0.708
F 0.820 2.323 1.602
F 0.267 -0.914 1.980
Si 0.755 -0.208 0.597
H -0.631 -0.759 -2.429
H -0.234 -2.311 -1.739
H -1.551 -1.469 -0.996
H 0.110 2.012 -0.156
H -0.870 1.490 1.118
H 2.081 -0.169 1.067
```

=====

Here is the ion C2H6FN2 with charge +1 at a distorted geometry from the OMol25 dataset. Energies are from the ωB97M-V functional and the def2-TZVPD basis.

Computed properties:
energy above the lowest of the compared OMol25 structures with the same formula, charge and spin = 15.0 kcal/mol
multiplicity = 1
HOMO-LUMO gap = 11.973 eV
net charge = +1
SMILES = C/[NH+]=C(/N)F
E_HOMO = -15.9 eV

```
11
C2H6FN2 | the OMol25 dataset | the ωB97M-V functional and the def2-TZVPD basis
C -1.367 -0.669 0.101
N -0.157 0.084 -0.280
C 1.080 -0.228 -0.028
N 2.087 0.652 0.268
F 1.324 -1.525 -0.008
H -1.121 -1.708 0.379
H -1.962 -0.761 -0.825
H -1.901 -0.012 0.834
H -0.354 1.068 -0.264
H 1.825 1.672 0.219
H 2.973 0.393 0.708
```

=====

> The highest multiplicity belongs to which entry?

C2H6CsO2